[1]
39
Properties=species:S:1:pos:R:3 method="wB97M-V/def2-TZVPD" max_force_ev_per_a=0.79 multiplicity=1 energy_ha=-873.99446 homo_energy_ev=-1.8 charge=-1
N 0.8694 -0.8127 2.6799
B 1.2774 0.5801 2.7216
O 1.7066 1.0716 1.4354
C 1.2278 1.4609 3.9733
C 2.5006 1.7025 4.8315
B 2.0818 0.4677 5.6586
O 2.4960 -0.8419 5.3544
O 1.2489 0.5733 6.8009
H 0.7910 -1.2469 1.7701
H 0.0929 -1.0583 3.2728
H 1.0388 0.8889 0.7665
H 0.8662 2.4362 3.6126
H 2.3766 2.6108 5.4288
H 3.4820 1.7726 4.3302
H 3.4462 -0.9063 5.2527
H 0.4459 1.0076 6.5040
C -2.1388 -3.3189 -2.1740
O -2.2192 -1.9915 -2.6315
C -2.7115 -1.0835 -1.6641
C -2.0738 0.2817 -1.8045
O -0.7308 0.3405 -1.3698
C 0.2882 -0.2428 -2.1602
C 0.6168 0.5136 -3.4274
O -0.3971 0.3728 -4.4090
C -0.6257 1.5366 -5.1613
H -3.1295 -3.7797 -2.0704
H -1.5676 -3.8824 -2.9103
H -1.6297 -3.3789 -1.2056
H -2.5227 -1.4608 -0.6523
H -3.7985 -0.9658 -1.7839
H -2.6114 0.9449 -1.1226
H -2.1960 0.6603 -2.8223
H 0.0866 -1.2938 -2.3791
H 1.1803 -0.1861 -1.5314
H 1.5637 0.1175 -3.8191
H 0.7689 1.5712 -3.1835
H -0.7691 2.4113 -4.5159
H -1.5315 1.3746 -5.7444
H 0.2004 1.7530 -5.8509

---

[2]
41
Properties=species:S:1:pos:R:3 method="wB97M-V/def2-TZVPD" max_force_ev_per_a=9.34 multiplicity=1 energy_ha=-1255.81420 homo_energy_ev=-3.6 charge=-1
Na 1.2425 -19.1087 -12.9010
B 2.5233 -20.4279 -12.0379
H 2.8985 -20.4635 -13.0490
H 3.2805 -20.8195 -11.3765
H 2.4991 -19.3641 -11.8591
H 1.5934 -20.9538 -11.8869
C -0.9212 -19.9422 -14.0166
O -0.3025 -20.1223 -12.7064
O -0.1781 -19.0172 -14.7699
C -1.0592 -21.3970 -14.6952
F -2.1058 -22.0474 -14.1248
F -1.2678 -21.2366 -15.9841
F 0.0294 -22.1819 -14.5488
C -0.9712 -20.8279 -11.6584
C -0.3157 -20.3022 -10.3102
H -0.1436 -21.2038 -9.7222
H 0.6223 -19.7482 -10.2741
H -0.8950 -19.6081 -9.7013
H -0.8841 -21.8936 -11.8700
H -2.0410 -20.6431 -11.5601
H -1.8842 -19.4658 -13.8324
C -0.2342 -17.1773 -12.4136
C 0.7838 -17.1498 -11.2732
O 1.1440 -18.4080 -10.7859
O 0.3218 -17.5083 -13.7070
H -0.8085 -16.2641 -12.5695
H -0.9648 -17.9618 -12.2164
H 0.3261 -16.6073 -10.4460
H 1.7434 -16.7462 -11.5964
H 0.9314 -18.4110 -9.8497
H -0.3476 -17.9015 -14.2717
C 2.3990 -17.1392 -14.7939
C 3.3611 -18.3494 -14.9536
O 2.6931 -19.5580 -14.3956
O 2.2192 -16.8034 -13.3886
H 1.4265 -17.2138 -15.2805
H 2.8490 -16.2160 -15.1590
H 4.1491 -17.9719 -14.3019
H 3.7581 -18.5275 -15.9530
H 2.0799 -19.8351 -15.0802
H 1.2668 -16.8462 -13.2753

---

[3]
42
Properties=species:S:1:pos:R:3 method="wB97M-V/def2-TZVPD" smiles="COP(=O)(OC)OC.COP(=O)(OC)OC.BrCCBr" max_force_ev_per_a=0.69 multiplicity=1 energy_ha=-6750.85994 homo_energy_ev=-10.1
C -0.6148 1.5867 -6.4614
O -1.4654 0.6833 -5.7440
P -0.9900 0.0561 -4.3849
O -1.9002 -0.9153 -3.8103
O 0.4696 -0.5045 -4.6769
C 0.7426 -1.9013 -4.4623
O -0.7147 1.3537 -3.5071
C -0.1089 1.1390 -2.2331
H 0.0909 1.0273 -7.0754
H -0.0712 2.2407 -5.7807
H -1.2586 2.1841 -7.1013
H 1.7515 -2.0666 -4.8249
H 0.0133 -2.5165 -4.9825
H 0.6988 -2.1416 -3.3988
H -0.8760 1.1422 -1.4605
H 0.5869 1.9519 -2.0272
H 0.4591 0.2087 -2.2063
C 1.9865 0.4738 6.0184
O 0.8340 0.6286 5.1853
P 0.4017 -0.5643 4.2456
O 0.4777 -1.8954 4.8249
O 1.2911 -0.4313 2.9453
C 1.6848 0.8200 2.3861
O -1.0486 -0.1293 3.8066
C -1.4831 1.2298 3.6558
H 2.4947 1.4349 6.0610
H 2.6750 -0.2763 5.6271
H 1.6776 0.1734 7.0169
H 2.5507 0.6157 1.7641
H 1.9320 1.5368 3.1683
H 0.8778 1.2310 1.7746
H -1.9745 1.3163 2.6877
H -0.6600 1.9315 3.7491
H -2.2244 1.4335 4.4271
Br -3.1183 -0.7155 0.6608
C -1.5792 -1.8319 1.0793
C -0.4773 -1.4560 0.1254
Br 1.0423 -2.6143 0.4068
H -1.8996 -2.8639 1.0052
H -1.3162 -1.5938 2.1047
H -0.1502 -0.4387 0.3184
H -0.8074 -1.5424 -0.9069

---

[4]
36
Properties=species:S:1:pos:R:3 method="wB97M-V/def2-TZVPD" max_force_ev_per_a=2.73 multiplicity=1 energy_ha=-3351.75585 homo_energy_ev=-11.1 charge=+1
Mg 12.1444 -7.2853 -13.5626
Br 10.8410 -9.1828 -12.7523
C 8.4404 -12.6425 -9.0044
C 8.7536 -11.5570 -10.0860
C 7.7029 -10.3797 -9.9750
O 6.3809 -10.8311 -10.1192
C 5.4018 -9.7895 -9.9986
N 10.1217 -11.0329 -9.8573
H 9.2793 -13.3354 -8.9396
H 7.5150 -13.1945 -9.1684
H 8.4405 -12.2422 -7.9905
H 8.7374 -12.1666 -10.9895
H 7.9333 -9.7288 -10.8185
H 7.8813 -9.7436 -9.1080
H 5.6398 -8.9444 -10.6446
H 5.3603 -9.4932 -8.9504
H 4.4523 -10.2629 -10.2482
H 10.3006 -10.4606 -10.6701
H 10.8395 -11.7360 -9.9601
C 5.6272 -8.6749 -13.4118
C 6.0719 -10.0473 -13.9399
C 4.9689 -10.6961 -14.8836
O 3.7318 -10.9911 -14.2779
C 3.8018 -12.0815 -13.3114
N 7.3962 -9.8968 -14.5347
H 5.2117 -8.2427 -14.3221
H 6.3678 -8.0135 -12.9619
H 4.8852 -8.8235 -12.6273
H 6.2776 -10.7713 -13.1515
H 5.2945 -11.5916 -15.4130
H 4.8284 -9.9756 -15.6894
H 4.2538 -12.9829 -13.7253
H 2.7998 -12.3978 -13.0215
H 4.3594 -11.7454 -12.4372
H 8.1814 -9.7889 -13.9087
H 7.5835 -10.8015 -14.9428

---

[5]
36
Properties=species:S:1:pos:R:3 method="wB97M-V/def2-TZVPD" max_force_ev_per_a=1.33 multiplicity=1 energy_ha=-867.17790 homo_energy_ev=-7.7
Cs -0.8330 0.2609 -0.5881
N 2.4505 0.7277 -0.7344
C 2.7901 1.5721 0.4183
C 1.7789 2.6995 0.5910
C 1.7416 3.6757 -0.5783
C 0.5911 4.6704 -0.4693
N -0.6929 3.9922 -0.6820
H 2.8434 -0.2000 -0.6388
H 2.8175 1.1133 -1.5947
H 3.7989 1.9977 0.3466
H 2.7779 0.9454 1.3110
H 2.0134 3.2489 1.5083
H 0.7816 2.2768 0.7249
H 1.6297 3.1265 -1.5196
H 2.6895 4.2192 -0.6347
H 0.7536 5.5001 -1.1663
H 0.5830 5.0958 0.5370
H -0.8412 3.8270 -1.6707
H -1.4654 4.5611 -0.3614
N -5.2769 0.6961 -0.8238
C -4.1404 0.9306 -0.8247
H -6.2426 0.4455 -0.8181
C 0.7607 -4.5826 -0.0773
Si -0.7430 -3.4712 0.1922
C -0.7614 -3.0583 2.0461
C -2.2662 -4.5445 -0.1197
O -0.7197 -2.1493 -0.6758
H 0.7320 -5.4772 0.5513
H 1.6823 -4.0395 0.1521
H 0.8188 -4.9044 -1.1207
H -0.7817 -3.9428 2.6887
H -1.6402 -2.4528 2.2921
H 0.1290 -2.4789 2.3126
H -2.2777 -5.4410 0.5067
H -2.3024 -4.8623 -1.1654
H -3.1792 -3.9776 0.0849

---

[6]
34
Properties=species:S:1:pos:R:3 method="wB97M-V/def2-TZVPD" max_force_ev_per_a=4.70 multiplicity=7 energy_ha=-1436.60348 s2=12.03 homo_energy_ev="-15.3 / -15.3" charge=+2
N -3.3349 -1.3177 0.8061
C -2.5094 -1.5064 -0.4033
C -2.9541 -0.6062 -1.5971
C -2.1487 0.7176 -1.8272
C -0.5937 0.5892 -1.7841
C -0.0158 1.6347 -0.7598
Nb 0.3821 0.8423 1.3316
C 2.6051 1.3385 1.1834
C 3.3848 0.0900 1.6931
C 3.6238 -0.9922 0.5873
I 2.7112 -2.9337 1.0666
H -2.7980 -1.7143 1.5702
H -3.3500 -0.3150 0.9751
H -1.4351 -1.4093 -0.1071
H -2.6580 -2.5580 -0.7113
H -3.0425 -1.2146 -2.5084
H -3.9815 -0.3009 -1.3601
H -2.5390 1.4742 -1.1442
H -2.3948 1.0702 -2.8359
H -0.2343 -0.4655 -1.5998
H -0.1842 0.8822 -2.7744
H 0.9177 2.0463 -1.1697
H -0.7122 2.4778 -0.6424
H 0.6058 -0.8698 0.6387
H 0.6739 0.1355 2.9943
H 0.1142 2.5015 2.0567
H -1.3739 0.4876 1.6183
H 2.8342 2.1779 1.8593
H 2.8519 1.5781 0.1427
H 4.3603 0.4033 2.0892
H 2.7922 -0.3760 2.4971
H 4.6877 -1.2059 0.4892
H 3.1752 -0.6833 -0.3633
Eu 0.5399 -1.9781 -2.0105

---

Repeat the third record exactly.
42
Properties=species:S:1:pos:R:3 method="wB97M-V/def2-TZVPD" smiles="COP(=O)(OC)OC.COP(=O)(OC)OC.BrCCBr" max_force_ev_per_a=0.69 multiplicity=1 energy_ha=-6750.85994 homo_energy_ev=-10.1
C -0.6148 1.5867 -6.4614
O -1.4654 0.6833 -5.7440
P -0.9900 0.0561 -4.3849
O -1.9002 -0.9153 -3.8103
O 0.4696 -0.5045 -4.6769
C 0.7426 -1.9013 -4.4623
O -0.7147 1.3537 -3.5071
C -0.1089 1.1390 -2.2331
H 0.0909 1.0273 -7.0754
H -0.0712 2.2407 -5.7807
H -1.2586 2.1841 -7.1013
H 1.7515 -2.0666 -4.8249
H 0.0133 -2.5165 -4.9825
H 0.6988 -2.1416 -3.3988
H -0.8760 1.1422 -1.4605
H 0.5869 1.9519 -2.0272
H 0.4591 0.2087 -2.2063
C 1.9865 0.4738 6.0184
O 0.8340 0.6286 5.1853
P 0.4017 -0.5643 4.2456
O 0.4777 -1.8954 4.8249
O 1.2911 -0.4313 2.9453
C 1.6848 0.8200 2.3861
O -1.0486 -0.1293 3.8066
C -1.4831 1.2298 3.6558
H 2.4947 1.4349 6.0610
H 2.6750 -0.2763 5.6271
H 1.6776 0.1734 7.0169
H 2.5507 0.6157 1.7641
H 1.9320 1.5368 3.1683
H 0.8778 1.2310 1.7746
H -1.9745 1.3163 2.6877
H -0.6600 1.9315 3.7491
H -2.2244 1.4335 4.4271
Br -3.1183 -0.7155 0.6608
C -1.5792 -1.8319 1.0793
C -0.4773 -1.4560 0.1254
Br 1.0423 -2.6143 0.4068
H -1.8996 -2.8639 1.0052
H -1.3162 -1.5938 2.1047
H -0.1502 -0.4387 0.3184
H -0.8074 -1.5424 -0.9069